DFT (ωB97M-V/def2-TZVPD) results for C4H9N3S in the gas phase.

Geometry (Å):
N: 1.626 -0.907 0.961
C: 0.462 -0.206 1.254
S: -0.041 0.024 2.942
N: -0.255 0.270 0.214
N: -0.048 -0.032 -1.116
C: -0.999 -0.660 -1.960
C: -0.757 0.395 -3.074
C: 0.050 1.110 -1.972
H: 1.973 -1.613 1.649
H: 1.688 -1.160 -0.043
H: -1.015 0.894 0.468
H: -0.811 -1.747 -2.284
H: -2.029 -0.521 -1.468
H: -0.098 0.042 -3.948
H: -1.580 1.055 -3.424
H: -0.340 2.178 -1.581
H: 1.069 1.331 -2.337

Its net charge is 0. For the gap between HOMO and LUMO, the calculation gives 8.67 eV. The SMILES is NC(=S)NN1CCC1. The calculation puts the relative energy (zero: lowest compared OMol25 entry of this formula, charge and spin) at 219.5 kJ/mol.

***

DFT (ωB97M-V/def2-TZVPD) results for 2 unconnected molecules or ions with the total composition CH2O2S.

Geometry (Å):
C: -0.891 -1.310 -0.149
O: 0.422 0.846 0.473
O: 1.466 0.468 -0.364
S: -1.949 -1.333 0.980
H: 1.254 1.068 -1.128
H: -0.303 0.262 0.187

Its net charge is 0. For the gap between HOMO and LUMO, the calculation gives 9.76 eV. The calculation puts the relative energy (zero: lowest compared OMol25 entry of this formula, charge and spin) at 572.1 kJ/mol.

***

DFT (ωB97M-V/def2-TZVPD) results for a molecular structure, C16H32NOPPbSi.

Geometry (Å):
C: 0.444 3.209 -3.316
C: -0.837 2.720 -3.094
C: -1.074 1.685 -2.167
C: -0.004 1.138 -1.448
C: 1.293 1.597 -1.715
C: 1.516 2.661 -2.606
C: -2.528 1.350 -1.938
C: -3.051 -0.086 -1.721
N: -2.714 -1.071 -2.690
Pb: -0.380 -0.362 0.272
C: 2.515 0.976 -1.067
P: 2.196 -0.780 -0.616
H: -1.701 3.140 -3.619
H: 2.539 3.023 -2.730
H: 0.614 4.020 -4.026
H: 2.807 1.518 -0.149
H: 3.376 0.972 -1.759
H: -2.875 1.913 -1.055
H: -3.097 1.751 -2.789
H: -2.858 -0.476 -0.696
C: 3.734 -1.339 0.179
C: 2.279 -1.474 -2.300
H: -4.159 -0.017 -1.759
C: -1.641 -1.000 -3.627
C: -3.324 -2.362 -2.534
H: 1.291 -0.966 3.063
H: -1.893 -1.684 -4.454
H: -1.508 0.011 -4.024
H: -0.677 -1.341 -3.207
H: -3.417 -2.825 -3.530
H: -2.731 -3.041 -1.892
H: -4.321 -2.243 -2.083
H: 3.320 -1.430 -2.651
H: 1.934 -2.514 -2.266
H: 1.640 -0.906 -2.988
H: 4.607 -1.173 -0.471
H: 3.879 -0.814 1.136
H: 3.634 -2.417 0.382
H: -0.564 -1.817 -0.923
C: 1.636 -0.837 5.695
Si: 0.214 -0.049 4.754
C: -1.460 -0.794 5.156
C: 0.118 1.784 5.116
O: 0.546 -0.340 3.108
H: 1.523 -0.701 6.785
H: 2.595 -0.378 5.402
H: 1.727 -1.920 5.510
H: -1.590 -0.810 6.248
H: -2.280 -0.194 4.734
H: -1.582 -1.821 4.784
H: 0.994 2.316 4.722
H: -0.777 2.235 4.666
H: 0.071 1.964 6.201

Its net charge is 0. For the gap between HOMO and LUMO, the calculation gives 7.51 eV.

***

HOMO for the records above, in order: -8.0, -10.6, -7.1 eV
Largest force on an atom for the records above, in order: 0.07474, 0.04118, 0.02751 hartree/bohr